ORCA calculation (the ωB97M-V functional and the def2-TZVPD basis) on a molecular structure, C29H34IN2OPRhS at a distorted geometry.

Calculated values
Relative energy (zero: lowest compared OMol25 entry of this formula, charge and spin), kcal per mole: 17.7
M, g/mol: 719.455
HOMO-LUMO gap, Eh: 0.23106

The geometry in ORCA input format:
```
! RIJCOSX wB97M-V def2-TZVPD def2/J DEFGRID3
* xyz 3 1
Rh 0.0650 0.1674 1.3101
C 2.7283 1.2440 2.4290
C 2.0199 2.3642 1.7252
N 0.5458 2.1923 1.7769
C -0.1258 2.6780 3.0166
C 0.0509 1.7826 4.2317
S -0.2353 0.0408 3.8168
C 1.3322 -0.7928 4.2435
C 2.2034 -1.1065 3.0207
N 2.1212 -0.0399 2.0082
H 2.6735 1.3294 3.5111
H 3.7873 1.2719 2.1669
H 2.3063 2.3599 0.6727
H 2.3095 3.3290 2.1469
H 0.1605 2.7512 1.0173
H -1.1841 2.7716 2.7870
H 0.2440 3.6763 3.2637
H -0.6918 2.0604 4.9787
H 1.0274 1.8731 4.7017
H 1.0669 -1.7268 4.7364
H 1.8268 -0.1676 4.9853
H 1.8691 -2.0251 2.5563
H 3.2354 -1.2529 3.3488
H 2.5936 -0.3612 1.1593
I -2.5029 0.8748 1.0154
C -2.7298 1.8861 -0.8198
C -3.6249 2.9100 -0.7067
C -4.0128 3.6306 -1.8568
C -3.4985 3.2751 -3.0611
C -2.5597 2.2179 -3.1813
C -2.0620 1.8794 -4.4626
C -1.1440 0.8877 -4.6264
C -0.6797 0.1947 -3.4966
C -1.1338 0.4922 -2.2305
P -0.3465 -0.5227 -0.9826
C -0.9451 -2.1798 -1.3094
C -2.2961 -2.4404 -1.0489
C -2.8359 -3.6736 -1.3719
C -2.0350 -4.6511 -1.9543
C -0.6968 -4.3972 -2.2107
C -0.1387 -3.1670 -1.8845
C 1.4434 -0.3774 -1.2864
C 1.9439 0.8341 -1.7683
C 3.3122 1.0056 -1.9412
C 4.1930 -0.0207 -1.6239
C 3.7089 -1.2136 -1.1039
C 2.3406 -1.3876 -0.9177
C -2.1161 1.4989 -2.0353
H -4.0573 3.1704 0.2516
H -4.7261 4.4378 -1.7657
H -3.7957 3.8048 -3.9575
H -2.4405 2.4203 -5.3211
H -0.7635 0.6383 -5.6073
H 0.0539 -0.5918 -3.6391
H -2.9315 -1.6780 -0.6143
H -3.8821 -3.8719 -1.1786
H -2.4620 -5.6087 -2.2224
H -0.0830 -5.1542 -2.6804
H 0.8971 -2.9789 -2.1210
H 1.2632 1.6313 -2.0425
H 3.6906 1.9384 -2.3398
H 5.2550 0.1046 -1.7907
H 4.3939 -2.0148 -0.8561
H 1.9852 -2.3238 -0.5050
C -1.2959 -2.6847 2.1734
O -0.1473 -2.0387 1.5389
H -0.9611 -3.5830 2.6873
H -2.0471 -2.9370 1.4303
H -1.7070 -1.9877 2.8952
H 0.2478 -2.6686 0.9195
*
```

ORCA calculation (the ωB97M-V functional and the def2-TZVPD basis) on a molecular structure, C29H34N2O5SiZn at a distorted geometry.

Calculated values
Relative energy (zero: lowest compared OMol25 entry of this formula, charge and spin), kcal per mole: 33.5
M, g/mol: 584.076
HOMO-LUMO gap, Eh: 0.17455

The geometry in ORCA input format:
```
! RIJCOSX wB97M-V def2-TZVPD def2/J DEFGRID3
* xyz -2 1
Zn -0.9157 -0.6391 -1.8643
O -2.2329 3.4096 -2.5730
C -2.0555 2.7000 -1.4389
O -2.3815 1.5491 -1.3016
C -1.1706 3.4113 -0.4033
O 0.0295 2.6794 -0.2897
C 1.1574 3.3167 -0.8926
C 0.9560 3.8243 -2.3462
O 1.4973 4.9083 -2.6070
O 0.2637 3.0896 -3.1050
H -1.3618 3.2518 -3.0745
H -1.6830 3.4241 0.5670
H -0.9773 4.4390 -0.7183
H 1.9426 2.5593 -0.8776
H 1.4679 4.1762 -0.2882
C 1.4886 -1.9814 0.3510
Si 1.1401 -2.5442 2.1063
C 0.7097 -1.0515 3.2314
N 0.4161 0.1510 2.4594
C 1.2131 1.3443 2.6778
C 0.3517 2.5358 3.1127
C -0.7401 2.0568 4.0668
C -1.7029 1.0951 3.3474
C -0.9835 0.3967 2.1780
C -0.3273 -3.7238 2.2455
C -0.3644 -4.6982 3.2454
C -1.4596 -5.5409 3.4029
C -2.5443 -5.4250 2.5471
C -2.5283 -4.4634 1.5446
C -1.4362 -3.6188 1.3956
C 2.6157 -3.4886 2.8419
C 3.4182 -3.0242 3.8825
C 4.5213 -3.7485 4.3295
C 4.8424 -4.9570 3.7330
C 4.0617 -5.4369 2.6875
C 2.9653 -4.7090 2.2499
H 2.5729 -2.0569 0.1854
H 1.2508 -0.9081 0.3343
H 1.5338 -0.8343 3.9205
H -0.1486 -1.3234 3.8656
H 1.7725 1.6135 1.7728
H 1.9491 1.1335 3.4628
H -0.1019 3.0024 2.2354
H 0.9874 3.2890 3.5864
H -1.2916 2.9056 4.4805
H -0.2646 1.5443 4.9106
H -2.5668 1.6414 2.9566
H -2.0883 0.3587 4.0582
H -1.0542 0.9976 1.2697
H -1.4657 -0.5544 1.9430
H 0.4837 -4.8120 3.9135
H -1.4618 -6.2876 4.1892
H -3.3964 -6.0870 2.6553
H -3.3664 -4.3725 0.8637
H -1.4137 -2.8985 0.5865
H 3.1865 -2.0819 4.3658
H 5.1269 -3.3649 5.1429
H 5.7011 -5.5230 4.0760
H 4.3091 -6.3764 2.2079
H 2.3740 -5.0894 1.4222
N 0.6491 -2.6833 -0.5999
C 1.1898 -3.6486 -1.3330
C 0.3120 -4.4302 -2.1678
C 0.7651 -5.4347 -2.9836
C 2.1256 -5.7783 -3.0532
C 3.0001 -5.0514 -2.2551
C 2.5723 -4.0369 -1.4110
H -0.7414 -4.1740 -2.1380
H 0.0453 -5.9808 -3.5884
H 2.4784 -6.5643 -3.7097
H 4.0638 -5.2768 -2.2917
H 3.3180 -3.5125 -0.8283
*
```

ORCA calculation (the ωB97M-V functional and the def2-TZVPD basis) on a molecular structure, C29H34N6O5PV at a distorted geometry.

Calculated values
Relative energy (zero: lowest compared OMol25 entry of this formula, charge and spin), kcal per mole: 29.8
M, g/mol: 628.546
HOMO-LUMO gap (spin up / spin down), Eh: 0.22283 / 0.27001
⟨S²⟩: 3.7910

The geometry in ORCA input format:
```
! RIJCOSX wB97M-V def2-TZVPD def2/J DEFGRID3
* xyz -1 4
V 0.0595 1.0748 -0.6800
O -3.9917 4.0740 -5.1854
C -3.7952 4.5174 -4.0542
O -4.1410 5.5751 -3.5211
C -2.9353 3.5907 -3.1152
C -2.9358 3.8136 -1.7398
C -2.1552 3.0318 -0.9147
N -1.3639 2.0766 -1.4038
C -1.3453 1.8536 -2.7319
C -2.1208 2.5797 -3.6178
C -0.3902 0.7348 -3.0502
O 0.2625 0.7255 -4.1089
O -0.2778 -0.1299 -2.1344
H -3.5438 4.6142 -1.3471
H -2.1301 3.1492 0.1653
H -2.1158 2.3753 -4.6783
N -3.3542 -1.4364 8.1713
C -3.0658 -1.1918 7.0829
C -2.6913 -0.8850 5.7679
C -1.6390 -1.5884 5.1571
C -1.2361 -1.2586 3.8887
C -1.8660 -0.2163 3.1803
C -2.9336 0.4678 3.7918
C -3.3397 0.1415 5.0613
C -1.3968 0.1526 1.9130
C -0.9003 0.5105 0.8515
H -1.1485 -2.3837 5.7047
H -0.4194 -1.7812 3.4098
H -3.4186 1.2631 3.2433
H -4.1562 0.6741 5.5316
N 1.1802 3.5543 -1.7471
C 1.5073 3.4717 -0.4229
C 2.3591 4.4232 0.1434
C 2.6331 4.3844 1.4974
C 2.0343 3.3800 2.2535
C 1.2214 2.4626 1.6239
N 0.9409 2.4885 0.3105
H 1.7325 4.1909 -2.3014
H 0.9787 2.6737 -2.2020
H 2.7978 5.1711 -0.4997
H 3.3073 5.0993 1.9433
H 2.1979 3.3156 3.3171
H 0.7551 1.6562 2.1788
C 4.7191 -0.0587 -0.3096
N 4.2355 -0.3573 -1.6367
C 3.0238 0.1010 -2.0848
N 2.6468 -0.3274 -3.2988
O 2.3934 0.9433 -1.4507
H 5.8049 0.0401 -0.3383
H 4.4385 -0.8373 0.4075
H 4.2765 0.8814 0.0170
H 4.6362 -1.1580 -2.0947
H 3.1089 -1.0936 -3.7529
H 1.7383 -0.0084 -3.6810
C 1.3696 -3.8233 1.8917
C 0.0886 -3.7597 1.0745
P 0.1454 -2.3470 -0.1560
C 1.0937 -3.1579 -1.5646
C 1.1841 -4.6777 -1.6674
C -1.6129 -2.4440 -0.7603
C -2.1853 -3.7714 -1.2369
H 1.2958 -4.5807 2.6703
H 1.5669 -2.8600 2.3558
H 2.2214 -4.0683 1.2599
H -0.7636 -3.5629 1.7287
H -0.0814 -4.7188 0.5863
H 2.1097 -2.7517 -1.5000
H 0.6526 -2.7369 -2.4707
H 1.7116 -5.1078 -0.8199
H 1.7406 -4.9476 -2.5646
H 0.2049 -5.1427 -1.7280
H -1.6759 -1.7229 -1.5756
H -2.2078 -2.0451 0.0670
H -1.6767 -4.1200 -2.1317
H -3.2342 -3.6274 -1.4904
H -2.1290 -4.5470 -0.4775
*
```

ORCA calculation (the ωB97M-V functional and the def2-TZVPD basis) on a molecular structure, C29H35AuCl2F5NO3S3SeSi at a distorted geometry.

Calculated values
M, g/mol: 1011.713
HOMO-LUMO gap (spin up / spin down), Eh: 0.16823 / 0.17305

The geometry in ORCA input format:
```
! RIJCOSX wB97M-V def2-TZVPD def2/J DEFGRID3
* xyz 0 1
Au -0.2888 -0.4095 -1.9956
Cl -1.5676 -2.3979 -3.4417
C -1.0432 -2.0117 -5.0507
C -1.3353 -2.9314 -6.0426
C -0.9964 -2.6720 -7.3576
C -0.3629 -1.4848 -7.6818
C -0.0728 -0.5718 -6.6880
Cl 0.6662 0.9208 -7.1101
C -0.3906 -0.8063 -5.3369
S 0.0254 0.4246 -4.1963
H -1.8451 -3.8440 -5.7801
H -1.2452 -3.3853 -8.1246
H -0.1052 -1.2562 -8.7019
C 0.0223 3.3105 4.1957
C -0.4521 2.1763 3.2861
C -1.9102 2.3884 2.8952
C -0.2707 0.8208 3.9698
O 0.3847 2.2087 2.1410
Si 0.2268 1.9066 0.5758
S -0.0109 -0.2680 0.3268
O 1.6033 2.2412 -0.1688
C 2.9274 1.7425 -0.1650
C 3.2332 0.9829 1.1208
C 3.0998 0.8327 -1.3825
C 3.8248 2.9707 -0.3002
O -0.9537 2.7728 -0.0684
C -1.2250 3.4776 -1.2795
C -1.5723 4.9100 -0.8655
C -2.4316 2.8017 -1.9347
C -0.0285 3.5001 -2.2252
H -0.5479 3.3046 5.1197
H -0.1177 4.2624 3.6922
H 1.0771 3.1812 4.4219
H -2.5365 2.4682 3.7793
H -2.2652 1.5659 2.2773
H -1.9852 3.3048 2.3174
H -0.9636 0.7252 4.8012
H 0.7461 0.7111 4.3365
H -0.4626 0.0296 3.2516
H 2.5907 0.1093 1.1908
H 3.0419 1.6186 1.9801
H 4.2715 0.6651 1.1335
H 2.4287 -0.0202 -1.3059
H 4.1221 0.4728 -1.4458
H 2.8606 1.3765 -2.2926
H 3.6850 3.6262 0.5544
H 3.5612 3.5137 -1.2038
H 4.8636 2.6659 -0.3578
H -2.4128 4.9099 -0.1768
H -1.8298 5.4997 -1.7398
H -0.7175 5.3651 -0.3724
H -3.2823 2.8085 -1.2565
H -2.1961 1.7664 -2.1790
H -2.7040 3.3231 -2.8470
H 0.8047 4.0179 -1.7607
H -0.2944 4.0081 -3.1480
H 0.2905 2.4904 -2.4626
F -1.7860 -2.0877 7.4552
C -1.8175 -2.1080 6.1191
C -0.7878 -2.7108 5.3995
F 0.2333 -3.2806 6.0493
C -0.8209 -2.7017 4.0143
F 0.1834 -3.2893 3.3334
C -1.8643 -2.1068 3.2963
Se -1.9524 -2.0342 1.4155
C -2.8910 -1.5251 4.0487
F -3.8981 -0.9497 3.3850
C -2.8783 -1.5174 5.4311
F -3.8733 -0.9448 6.1158
S -1.9120 -4.3932 -0.6023
C -0.2833 -4.7731 -0.5389
N 0.4449 -4.3961 0.5420
C 1.7437 -4.6928 0.7049
C 2.4119 -5.4195 -0.2368
C 1.7179 -5.8033 -1.4032
C 0.3999 -5.4838 -1.5544
H -0.0375 -3.8092 1.2222
H 2.2055 -4.3188 1.6039
H 3.4427 -5.6950 -0.0960
H 2.2444 -6.3187 -2.1922
H -0.1590 -5.7605 -2.4331
*
```

ORCA calculation (the ωB97M-V functional and the def2-TZVPD basis) on a molecular structure, C29H35CaFN5O8Si.

Calculated values
Relative energy (zero: lowest compared OMol25 entry of this formula, charge and spin), kcal per mole: 69.3
M, g/mol: 668.788
HOMO-LUMO gap (spin up / spin down), Eh: 0.10949 / 0.28554

The geometry in ORCA input format:
```
! RIJCOSX wB97M-V def2-TZVPD def2/J DEFGRID3
* xyz -1 1
Ca 0.1092 0.1604 -0.1054
C -2.0363 -1.5931 3.0133
C -3.1686 -0.9752 2.3605
C -2.9492 0.4149 2.2741
C -1.7287 0.6718 2.8530
C -1.1588 -0.6065 3.3210
H -1.9105 -2.6505 3.1870
H -4.0264 -1.5006 1.9661
H -3.6046 1.1365 1.8120
H -1.2330 1.6284 2.9173
H -0.1875 -0.7167 3.7782
C -0.0366 -6.6301 -3.7496
C -0.5395 -6.6115 -2.3151
N -0.8581 -5.2614 -1.8538
C 0.0747 -4.5769 -1.1548
C -0.0193 -3.2972 -0.7031
C 1.2256 -2.8109 0.0830
O 2.1946 -3.5736 0.0631
O 1.1275 -1.7041 0.6797
C -1.2324 -2.5755 -0.9868
O -1.5117 -1.4118 -0.6470
C -2.2336 -3.3126 -1.7707
C -3.4216 -2.6675 -2.1192
C -4.3623 -3.3099 -2.8663
F -5.4785 -2.6177 -3.2136
C -4.2062 -4.6364 -3.3107
C -3.0282 -5.2734 -2.9506
C -2.0372 -4.6277 -2.2031
N -5.1568 -5.3495 -4.0567
C -6.5569 -4.9630 -4.1449
C -6.8768 -4.1154 -5.3680
N -6.3783 -4.7981 -6.5957
C -4.9448 -5.1890 -6.5075
C -4.7230 -6.0377 -5.2656
H 0.1888 -7.6506 -4.0635
H 0.8726 -6.0344 -3.8396
H -0.7777 -6.2155 -4.4346
H 0.2175 -7.0009 -1.6376
H -1.4198 -7.2418 -2.1871
H 0.9979 -5.1004 -0.9334
H -3.5693 -1.6399 -1.8136
H -2.9015 -6.3051 -3.2422
H -6.8641 -4.4471 -3.2397
H -7.1353 -5.8890 -4.2044
H -6.4046 -3.1407 -5.3185
H -7.9545 -3.9897 -5.4987
H -6.5566 -4.2097 -7.4576
H -6.9766 -5.6565 -6.8115
H -4.3501 -4.2778 -6.4751
H -4.7142 -5.7339 -7.4273
H -3.6693 -6.2984 -5.1983
H -5.2879 -6.9681 -5.3603
O 3.2631 3.6117 -3.8949
C 4.0138 3.4211 -2.8294
O 5.0634 4.0052 -2.6584
C 3.5423 2.4172 -1.8386
C 4.2518 2.1354 -0.6895
N 3.5622 1.1938 -0.0269
N 2.4485 0.8336 -0.6674
C 2.4126 1.5654 -1.7670
C 1.2507 1.3819 -2.7158
O 1.2568 2.0729 -3.7566
O 0.3862 0.5417 -2.3718
H 2.4370 3.0130 -3.8673
H 5.1814 2.5439 -0.3311
H 3.7893 0.7415 0.8406
C 0.7512 4.9415 -0.1840
Si -0.6114 3.7183 0.2719
C -1.5042 4.4077 1.7962
C -1.8593 3.7118 -1.1469
O -0.0349 2.2524 0.5571
H 0.3671 5.9630 -0.2780
H 1.2135 4.6719 -1.1383
H 1.5379 4.9450 0.5764
H -1.8843 5.4191 1.6176
H -0.8266 4.4527 2.6549
H -2.3563 3.7781 2.0731
H -2.2927 4.7046 -1.3096
H -2.6805 3.0168 -0.9411
H -1.3822 3.3939 -2.0791
*
```

ORCA calculation (the ωB97M-V functional and the def2-TZVPD basis) on a molecular structure, C29H35Cl2I2N6O5PY at a distorted geometry.

Calculated values
Relative energy (zero: lowest compared OMol25 entry of this formula, charge and spin), kcal per mole: 24.1
M, g/mol: 992.230
HOMO-LUMO gap, Eh: 0.26123

The geometry in ORCA input format:
```
! RIJCOSX wB97M-V def2-TZVPD def2/J DEFGRID3
* xyz 1 1
Y 0.4081 0.1955 0.1309
C 1.6714 -0.2075 -3.2438
N 1.0641 0.8278 -2.3996
C 2.0188 1.9538 -2.2799
C -0.1885 1.3466 -2.9284
C -0.4979 1.3544 -4.2815
C -1.6405 1.9901 -4.7593
C -2.4269 2.7049 -3.8655
C -2.1355 2.7085 -2.5088
C -1.0620 1.9611 -1.9934
N -0.7334 1.8409 -0.6635
C -1.5704 2.2774 0.3816
C -2.9629 2.1817 0.3773
C -3.7149 2.5976 1.4652
C -3.0851 3.1040 2.5913
C -1.6988 3.1565 2.6339
C -0.9355 2.7224 1.5585
N 0.5112 2.6779 1.5677
C 1.0810 2.6924 2.9170
C 1.0522 3.8256 0.8124
H 2.0259 0.1987 -4.1963
H 2.5241 -0.6369 -2.7202
H 0.9625 -1.0099 -3.4345
H 2.1969 2.4182 -3.2540
H 1.6179 2.7044 -1.6021
H 2.9679 1.5812 -1.8896
H 0.1705 0.8805 -4.9910
H -1.8673 1.9781 -5.8169
H -3.2764 3.2722 -4.2259
H -2.7508 3.2855 -1.8341
H -3.4604 1.7418 -0.4750
H -4.7941 2.5134 1.4359
H -3.6604 3.4391 3.4440
H -1.2210 3.5171 3.5348
H 0.8303 3.6048 3.4660
H 0.7377 1.8299 3.4876
H 2.1666 2.6609 2.8360
H 0.8849 4.7595 1.3596
H 2.1257 3.6952 0.6640
H 0.5599 3.8927 -0.1535
I 1.4121 -4.3444 -2.7390
C 2.4351 -3.5766 -1.0908
C 3.5003 -4.3410 -0.5696
C 4.1646 -3.9340 0.5481
I 5.6682 -5.1563 1.3158
C 3.8361 -2.6916 1.1518
C 4.4864 -2.1584 2.2887
C 4.1626 -0.9151 2.7441
C 3.1959 -0.1753 2.0519
N 2.5404 -0.6399 1.0130
C 2.8155 -1.9058 0.5751
C 2.0010 -2.4029 -0.5083
O 0.9408 -1.7310 -0.8901
H 3.7696 -5.2701 -1.0525
H 5.2465 -2.7455 2.7866
H 4.6401 -0.4930 3.6167
H 2.9569 0.8330 2.3637
Cl -1.7108 0.0521 5.4936
C -1.7137 -0.2354 3.7639
Cl -3.0789 -1.3027 3.2814
C -0.4185 -0.8919 3.2803
O 0.1293 -1.7511 3.9333
O -0.0883 -0.5047 2.0959
H -1.8905 0.7052 3.2558
N -1.9911 -3.8805 1.6554
C -1.0563 -3.2808 0.6433
P -2.1257 -2.1717 -0.3519
O -3.5096 -2.6918 -0.1335
O -1.7855 -0.7168 -0.1080
C -1.7809 -2.3247 -2.1531
N -2.4017 -1.0746 -2.7401
H -2.0996 -3.2368 2.4531
H -1.6902 -4.7908 1.9961
H -2.9281 -3.9085 1.2074
H -0.6288 -4.0662 0.0198
H -0.2657 -2.7428 1.1595
H -2.2623 -3.1915 -2.5965
H -0.7115 -2.3148 -2.3532
H -2.0047 -0.7920 -3.6395
H -2.2412 -0.2977 -2.0762
H -3.4126 -1.1792 -2.8388
*
```

Question: Among the records above, which one has the highest M?
Answer: C29H35AuCl2F5NO3S3SeSi

Question: What is the M in the fourth record?
Answer: 1011.713 g/mol

Question: What is the M in the fifth record?
Answer: 668.788 g/mol

Question: Look up the M of the first one.
Answer: 719.455 g/mol